Here is a molecular structure, C26H18BrClN3O4PtS2Te from the OMol25 dataset. Energies are from ωB97M-V/def2-TZVPD.

```
57
Properties=species:S:1:pos:R:3:forces:R:3
Pt -0.24887 0.54974 -0.32315 0.04 0.77 -1.21
Cl 3.61611 -4.26934 -4.59389 0.11 -0.06 -0.12
C 2.45036 -3.63824 -3.46732 0.04 0.07 0.07
C 1.12188 -4.07993 -3.53733 -0.03 0.03 0.08
C 0.18885 -3.59872 -2.66083 0.05 -0.05 -0.05
C 0.52816 -2.66249 -1.64259 0.07 0.10 0.08
O -0.38841 -2.23347 -0.85076 -0.20 0.12 0.02
C 1.89232 -2.22573 -1.60110 -0.39 -0.03 0.00
C 2.33514 -1.22745 -0.67090 0.01 -0.07 0.04
O 1.73106 -0.84064 0.33458 0.43 -0.03 -0.15
C 2.82290 -2.71190 -2.53570 -0.03 0.02 -0.06
H 0.84315 -4.79886 -4.29656 0.00 0.01 -0.02
H -0.84398 -3.91511 -2.72383 -0.01 0.01 0.02
H 3.31063 -0.76571 -0.90987 0.05 -0.09 0.09
H 3.84120 -2.34239 -2.50985 0.01 -0.01 0.00
S 1.35393 2.33473 -0.11569 -0.37 -0.65 -0.03
C 0.19838 3.24661 -1.04076 -0.10 0.63 -0.03
S -1.43405 2.76367 -0.77533 0.08 -0.61 0.02
C 0.57134 4.24188 -1.91145 -0.11 -0.40 0.22
C -0.39460 4.89095 -2.72776 -0.25 0.15 -0.14
N -1.17900 5.41078 -3.39197 0.07 0.01 0.05
C 1.93329 4.60490 -2.08662 0.33 0.11 0.00
N 3.03369 4.91589 -2.22744 -0.06 -0.02 0.02
Br -5.38094 -0.73513 -0.74529 0.02 0.01 -0.07
C -4.40441 -0.03469 -2.21789 0.04 -0.06 0.04
C -5.05824 0.64994 -3.22662 -0.03 -0.13 0.16
N -4.40375 1.14827 -4.26532 -0.02 0.15 -0.23
C -3.08534 0.99493 -4.32679 0.06 0.11 0.04
C -2.34556 0.33264 -3.35233 0.40 -0.19 0.31
C -3.03585 -0.21416 -2.28430 0.03 -0.04 -0.08
C -0.82994 0.18472 -3.51915 -0.64 0.47 -0.51
O -0.43550 -0.02609 -4.65379 0.16 -0.09 0.21
O -0.03672 0.38472 -2.51519 0.08 -0.38 0.94
H -6.13495 0.77624 -3.20638 0.02 0.04 0.04
H -2.58731 1.42908 -5.18460 0.06 -0.06 0.01
H -2.51311 -0.81728 -1.56079 0.12 -0.04 0.28
C 2.06358 1.29454 6.42920 -0.09 -0.07 -0.05
C 1.31856 0.67629 5.27724 0.04 0.01 0.00
C 1.66789 -0.57471 4.78829 -0.01 0.05 0.03
C 1.00235 -1.14866 3.71287 -0.03 -0.06 -0.14
C 1.44124 -2.48787 3.18652 -0.04 0.07 -0.01
C -0.04945 -0.44309 3.11805 -0.02 0.10 0.14
Te -1.03417 -1.27479 1.43911 0.03 0.18 -0.06
C -0.43913 0.81089 3.61054 -0.03 0.01 -0.06
C -1.56366 1.59333 2.99268 0.08 -0.03 -0.06
C 0.26029 1.35036 4.68152 0.01 -0.06 0.03
H 2.98909 0.75509 6.62603 0.02 0.04 0.03
H 1.45574 1.26947 7.33626 0.03 0.03 0.02
H 2.30215 2.33649 6.21494 0.03 0.00 0.04
H 2.48820 -1.11551 5.24784 0.01 0.00 -0.02
H 2.25578 -2.89588 3.78333 -0.01 -0.01 0.02
H 1.78133 -2.38590 2.15504 0.02 -0.06 0.00
H 0.61342 -3.20146 3.19741 0.03 -0.04 0.00
H -1.25849 2.00043 2.02472 -0.06 0.02 0.00
H -1.85805 2.42885 3.62615 -0.01 -0.02 0.03
H -2.43989 0.96330 2.82007 -0.03 0.05 0.00
H -0.02864 2.32642 5.05675 0.00 0.01 -0.01
```
Positions in Å, forces in eV/Å.

Properties
Relative energy (zero: lowest compared OMol25 entry of this formula, charge and spin) (kJ/mol): 87.42
Multiplicity: 5
Gap between HOMO and LUMO (alpha / beta) (Ha): 0.2676 / 0.1888
LUMO energy (alpha / beta) (eV): 1.9 / -0.5
Charge: -1

Results of the natural (NBO) charge analysis, in e, for atoms 1 through 4:
1. Pt 0.89
2. Cl -0.03
3. C -0.11
4. C -0.19

***

Here is a gas-phase ion, C7H12N3O (charge +1) from the OMol25 dataset. Energies are from ωB97M-V/def2-TZVPD.

```
23
Properties=species:S:1:pos:R:3:forces:R:3
C 1.95330 -1.32970 1.22153 -1.04 0.65 -2.92
C 1.61623 -1.10475 -0.08443 0.01 -0.47 0.06
C 1.49884 -0.69104 2.33555 -0.08 1.49 -0.35
C 0.06111 1.25161 1.41566 -1.22 3.29 -0.62
C -1.13850 -1.23741 -2.07491 -2.37 0.02 -3.99
C -1.93763 2.34202 0.37591 -1.53 -0.53 -2.08
C 0.14784 -0.51844 -1.91701 0.92 1.98 -0.93
N 0.42908 -0.64682 -0.44121 1.65 0.67 -2.55
N -0.66423 1.92183 0.78320 0.34 -0.53 -0.46
N 1.03728 0.91753 2.10262 1.43 -2.79 0.86
O 1.64723 -0.87790 3.46619 -0.12 -0.39 2.41
H 2.79699 -1.84078 1.42398 2.62 -1.99 0.57
H 2.23137 -1.36106 -0.97733 -0.05 0.07 1.23
H -1.27292 -1.51379 -3.20657 0.31 0.36 1.93
H -1.12933 -2.18844 -1.55569 -0.38 0.03 0.27
H -2.07888 -0.58417 -1.95008 1.46 -1.10 0.57
H -2.13853 3.36537 0.13329 1.06 0.83 0.13
H -2.45672 1.81985 -0.46016 1.52 -0.19 -0.19
H -2.62562 2.07025 1.07692 -1.73 -0.36 2.66
H 1.03164 -0.95928 -2.61033 -1.92 0.79 2.15
H 0.04623 0.62067 -2.29992 0.35 -2.47 1.23
H -0.32480 -0.68465 0.20360 -0.71 -0.17 0.07
H 1.27002 1.22912 3.03919 -0.52 0.79 -0.06
```
Positions in Å, forces in eV/Å.

Properties
Relative energy (zero: lowest compared OMol25 entry of this formula, charge and spin) (kJ/mol): 412.63
Gap between HOMO and LUMO (Ha): 0.3300
LUMO energy (eV): -3.8
Charge: +1

Results of the natural (NBO) charge analysis, in e, for atoms 1 through 4:
1. C -0.54
2. C 0.20
3. C 0.71
4. C 0.71

***

Here is 2 unconnected molecules or ions with the total composition C4H12NO from the OMol25 dataset. Energies are from ωB97M-V/def2-TZVPD.

```
18
Properties=species:S:1:pos:R:3:forces:R:3
C 0.86749 0.64301 1.01836 1.92 -1.39 -0.20
N 1.02547 -0.09008 -0.31599 -6.44 1.02 1.78
C 0.04544 -1.24335 -0.01401 -0.21 -0.95 -2.95
C -1.14905 -0.66488 0.75608 1.95 -1.28 3.59
C -0.54949 0.65614 1.48529 -1.55 -2.93 -0.31
H 1.19480 1.60197 0.85772 1.28 2.30 -0.06
H 1.60937 0.03882 1.60094 -0.94 0.96 0.30
H 0.55183 0.41520 -1.07509 -0.12 0.64 -0.07
H 1.90747 -0.20420 -0.64842 3.53 -1.24 -0.52
H -0.32845 -1.60244 -1.03850 0.86 -0.03 1.57
H 0.64221 -1.99387 0.52016 -0.50 0.09 -0.24
H -1.23631 -1.35883 1.69469 -0.31 0.79 -2.05
H -2.11863 -0.69130 0.30074 -0.14 0.56 -0.64
H -1.17047 1.53443 1.24214 0.71 -0.25 0.51
H -0.58248 0.23409 2.52336 -0.02 1.85 -0.59
H -0.32580 1.70345 -3.23668 0.13 -1.83 1.29
H -0.08917 0.08874 -3.09345 -0.58 2.00 0.52
O -0.29422 0.93310 -2.57733 0.43 -0.30 -1.94
```
Positions in Å, forces in eV/Å.

Properties
Relative energy (zero: lowest compared OMol25 entry of this formula, charge and spin) (kJ/mol): 156.60
Gap between HOMO and LUMO (Ha): 0.4576
LUMO energy (eV): -3.2
Charge: +1

Results of the natural (NBO) charge analysis, in e, for atoms 1 through 4:
1. C -0.22
2. N -0.52
3. C -0.23
4. C -0.43

***

Here is 4 unconnected molecules or ions with the total composition C3H15NO3 from the OMol25 dataset. Energies are from ωB97M-V/def2-TZVPD.

```
22
Properties=species:S:1:pos:R:3:forces:R:3
C -0.77587 -0.40509 0.85083 0.43 -1.38 4.93
C -1.55501 -0.44871 -0.46344 -0.42 -1.26 -0.28
C -2.63938 0.63053 -0.59720 -1.37 -1.16 0.07
N 0.70279 -0.84341 0.89595 -4.66 2.09 -1.76
H -1.28055 -1.15990 1.58424 0.68 1.42 -1.16
H -0.85153 0.61390 1.31852 0.43 -0.92 -0.54
H -1.97258 -1.47046 -0.60383 -0.14 0.68 0.55
H -0.85175 -0.47256 -1.24458 0.94 0.81 -1.43
H -3.41181 0.64680 0.22158 0.78 -0.63 -0.70
H -3.12848 0.26767 -1.54010 0.04 0.87 0.74
H -2.36811 1.67102 -0.64675 0.63 0.19 -0.41
H 1.17704 -0.13722 0.39869 2.01 1.27 -0.27
H 0.91053 -1.71847 0.50463 0.61 -2.18 -0.02
H 1.68748 -0.37359 -2.90578 -0.09 0.07 -1.27
H 3.07743 0.26300 -2.52524 1.68 1.03 -1.32
O 2.31357 -0.16289 -2.23700 -1.76 -1.13 2.80
H 2.90518 -1.73965 3.30743 1.19 0.58 -1.01
H 2.62221 -0.75892 2.17956 1.53 -0.46 0.60
O 3.38695 -1.27886 2.55741 -2.72 -0.07 0.55
H 0.57271 2.22789 0.17048 1.02 -0.11 0.74
H -0.47603 1.97032 -0.84652 -0.28 -0.17 -0.59
O -0.04477 2.67860 -0.37889 -0.52 0.45 -0.23
```
Positions in Å, forces in eV/Å.

Properties
Relative energy (zero: lowest compared OMol25 entry of this formula, charge and spin) (kJ/mol): 188.53
Multiplicity: 2
Gap between HOMO and LUMO (alpha / beta) (Ha): 0.4309 / 0.2066
LUMO energy (alpha / beta) (eV): -3.5 / -9.5
Charge: +1

Results of the natural (NBO) charge analysis, in e, for atoms 1 through 4:
1. C -0.29
2. C -0.41
3. C -0.62
4. N -0.26